[1]
The following is a quantum chemistry calculation of a cluster of 2 separate species, C3H11NS in total at a distorted geometry, from the Open Molecules 2025 dataset.

Values from the calculation:
Orbital gap   9.4 eV
Charge   0
Highest occupied orbital energy   -0.3122 hartree
SMILES   CCN.CS
Molar mass   93.19 g/mol
Largest force on an atom   1.34 eV/A

Each line ends with the Löwdin charge.
CARTESIAN COORDINATES (ANGSTROEM)
H (1.46, -0.35, -0.80)  0.066
H (0.88, 2.83, 1.05)  0.056
S (-2.56, -1.37, -0.65)  0.616
H (-3.31, -3.07, 1.00)  0.026
H (-1.81, -2.28, 1.38)  0.019
H (0.20, 0.58, -0.41)  0.047
H (1.26, -0.02, 0.93)  0.065
N (1.53, 2.83, 0.29)  -0.033
H (-1.79, -3.48, 0.13)  0.019
C (1.21, 0.41, -0.06)  -0.119
H (3.09, 1.48, 0.02)  0.090
H (2.01, 1.77, -1.40)  0.105
H (1.50, 3.71, -0.19)  0.051
C (2.07, 1.64, -0.32)  -0.340
C (-2.39, -2.70, 0.56)  -0.501
H (-3.36, -1.97, -1.53)  -0.168

=====

[2]
The following is a quantum chemistry calculation of a cluster of 2 separate species, C3H11NS2 in total at a distorted geometry, from the Open Molecules 2025 dataset.

Values from the calculation:
Orbital gap (spin up / spin down)   4.2 / 6.4 eV
Charge   -1
Highest occupied orbital energy (spin up / spin down)   -0.0112 / -0.0962 hartree
2S+1   2
Molar mass   125.26 g/mol
Largest force on an atom   4.08 eV/A

Each line ends with the Löwdin charge.
CARTESIAN COORDINATES (ANGSTROEM)
C (-2.58, -1.63, 0.75)  -0.614
H (-3.63, -1.57, 0.43)  0.007
H (2.94, 1.03, -0.05)  0.097
H (0.13, 1.96, 0.60)  0.045
H (2.34, -0.88, -1.28)  0.031
H (0.88, -1.05, -0.68)  -0.046
N (1.79, -0.58, -0.50)  -0.058
H (-2.29, -2.69, 0.84)  -0.007
H (1.56, 1.91, 1.54)  0.049
C (1.01, 1.32, 0.80)  -0.174
H (1.71, 1.43, -1.27)  0.081
H (-2.55, -1.16, 1.77)  0.013
S (-1.76, 0.89, -1.56)  -0.048
H (-0.62, 0.52, -2.15)  -0.300
S (-1.42, -0.91, -0.36)  0.233
H (0.62, 0.55, 1.46)  0.053
C (1.87, 0.88, -0.34)  -0.361

=====

[3]
The following is a quantum chemistry calculation of a cluster of 2 separate species, C3H11NS2 in total at a distorted geometry, from the Open Molecules 2025 dataset.

Values from the calculation:
Orbital gap   9.1 eV
Charge   0
Highest occupied orbital energy   -0.3156 hartree
SMILES   CNC.CSS
Molar mass   125.26 g/mol
Largest force on an atom   5.28 eV/A

Each line ends with the Löwdin charge.
CARTESIAN COORDINATES (ANGSTROEM)
C (1.70, -1.57, 0.07)  -0.289
H (1.42, 3.71, 0.97)  0.053
H (-0.09, 3.45, 0.26)  0.055
C (0.87, 2.95, 0.46)  -0.101
C (-0.80, 2.45, 2.09)  -0.183
H (2.33, -1.99, -0.72)  0.004
H (1.42, -0.44, -0.14)  0.024
S (-0.22, -2.27, -0.35)  0.234
H (1.85, -1.89, 1.07)  -0.012
N (0.39, 1.83, 1.45)  -0.186
H (-0.65, 3.36, 2.55)  0.030
H (1.16, 1.62, 2.11)  0.091
H (-0.89, 0.21, -1.00)  -0.221
H (1.34, 2.31, -0.34)  0.081
S (-0.94, -0.89, -1.82)  0.230
H (-1.49, 2.68, 1.24)  0.069
H (-1.30, 1.64, 2.82)  0.121